Record 1
The following is a DFT calculation (wB97M-V/def2-TZVPD) of C41H33ClMgN6O2S as an isolated structure.

CARTESIAN COORDINATES (ANGSTROEM)
Mg1 0.101149 0.494676 -0.500095
C1 0.122714 -0.706173 -4.895560
C2 0.462678 -0.017874 -3.718062
N1 -0.358257 0.127688 -2.710822
C3 -1.603809 -0.397905 -2.781160
C4 -2.009623 -1.173145 -3.884145
C5 -1.107630 -1.291649 -4.964418
C6 -3.273155 -1.812580 -3.864371
C7 -4.054937 -1.670464 -2.755712
C8 -3.677356 -0.862650 -1.666312
C9 -2.482186 -0.157012 -1.653391
N2 -1.976887 0.688547 -0.711339
C10 -2.724986 1.475414 0.105931
C11 -4.105311 1.551275 0.246220
C12 -4.716676 2.442730 1.147497
C13 -4.000067 3.289513 1.938581
C14 -2.590794 3.303671 1.802388
C15 -1.768715 4.191421 2.530418
C16 -0.421088 4.207416 2.317869
C17 0.106760 3.323551 1.360259
N3 -0.624855 2.475886 0.685685
C18 -1.962304 2.430186 0.890986
H1 0.838936 -0.788342 -5.700707
H2 1.452387 0.407832 -3.595776
H3 -1.402913 -1.863334 -5.836317
H4 -3.585682 -2.410680 -4.709938
H5 -5.007158 -2.184842 -2.702325
H6 -4.325721 -0.844948 -0.806637
H7 -4.755470 0.938586 -0.351709
H8 -5.797767 2.436297 1.212789
H9 -4.477794 3.957299 2.642601
H10 -2.227352 4.860127 3.248726
H11 0.234401 4.875647 2.858720
H12 1.172588 3.309519 1.154529
Cl1 4.153235 0.984718 5.983919
C19 3.172516 0.704129 4.569311
C20 1.813065 1.059396 4.590678
C21 1.026143 0.852098 3.494019
C22 1.541550 0.283009 2.286465
O1 0.785430 0.117896 1.284733
C23 2.921249 -0.084985 2.300383
C24 3.586327 -0.727570 1.190168
O2 3.121783 -1.016027 0.094739
C25 3.707881 0.136577 3.449602
H13 1.395426 1.498139 5.486770
H14 -0.021199 1.124044 3.501339
H15 4.652217 -0.963064 1.393502
H16 4.750876 -0.156618 3.437311
C26 4.737646 3.618273 -1.662095
N4 3.373510 3.136204 -1.685706
C27 2.282961 3.764953 -2.240086
C28 1.214607 2.965507 -1.981887
N5 1.631591 1.864831 -1.280607
C29 2.924050 2.001593 -1.120268
H17 4.874925 4.327243 -2.475066
H18 5.421601 2.784745 -1.806764
H19 4.958421 4.111119 -0.715650
H20 2.371649 4.703855 -2.753283
H21 0.181484 3.105011 -2.241328
H22 3.562712 1.292637 -0.620634
N6 0.287919 -1.740108 -0.576356
S1 -0.193182 -3.037024 -1.304363
C30 0.975885 -3.514263 -2.575444
C31 2.323017 -3.202320 -2.444844
C32 3.190674 -3.539864 -3.469964
C33 2.713709 -4.182249 -4.607064
C34 1.366160 -4.479512 -4.729256
C35 0.487098 -4.135314 -3.710810
C36 0.084411 -4.410227 -0.182614
C37 -0.199909 -5.703393 -0.602576
C38 -0.006095 -6.756729 0.272636
C39 0.461855 -6.515730 1.559157
C40 0.724830 -5.220328 1.971757
C41 0.533032 -4.154806 1.101179
H23 1.217162 -1.821307 -0.167273
H24 2.683835 -2.670814 -1.572224
H25 4.242053 -3.299840 -3.382345
H26 3.397995 -4.443435 -5.403310
H27 0.994199 -4.966095 -5.620771
H28 -0.573653 -4.333784 -3.805247
H29 -0.563973 -5.885315 -1.605605
H30 -0.221538 -7.767517 -0.046445
H31 0.613286 -7.341004 2.240742
H32 1.075038 -5.030571 2.977510
H33 0.699917 -3.134296 1.420712

Cartesian forces, eV/Å:
-0.3 0.0 0.0
0.0 0.0 0.0
0.1 0.0 -0.1
0.1 0.3 -0.1
-0.1 -0.1 0.0
-0.1 -0.1 -0.1
0.0 0.0 0.0
0.1 0.0 0.0
-0.1 0.0 0.0
0.0 0.0 0.1
0.0 -0.1 -0.1
-0.1 -0.1 -0.1
0.0 0.1 0.1
0.0 0.0 -0.1
0.0 0.0 0.0
0.1 0.0 0.0
-0.1 0.0 0.1
0.0 0.0 0.0
0.0 0.0 0.0
0.1 0.0 0.0
0.1 -0.2 -0.2
0.0 0.0 0.1
0.0 0.0 0.0
0.0 0.0 0.0
0.0 0.0 0.0
0.0 0.0 0.0
0.0 0.0 0.0
0.0 0.0 0.0
0.0 -0.1 0.0
0.0 0.0 0.0
0.0 0.0 0.0
0.0 0.0 0.0
0.0 0.0 0.0
0.0 0.0 0.0
0.0 0.0 0.0
0.0 0.0 -0.1
0.0 0.0 0.0
0.0 0.0 0.0
-0.1 0.1 0.1
0.1 -0.1 0.0
0.2 -0.1 0.0
0.0 0.1 0.1
0.1 0.0 0.0
0.0 0.0 0.1
0.0 0.0 0.0
0.0 0.0 0.0
0.0 0.0 0.0
0.0 0.0 0.0
0.1 0.1 0.0
-0.1 0.0 0.0
0.0 0.1 0.0
0.0 0.1 0.0
-0.2 -0.2 0.1
0.2 -0.2 0.1
0.0 0.0 0.0
0.0 0.0 0.0
0.0 0.0 0.0
0.0 0.1 0.0
-0.1 0.0 0.0
0.0 0.0 0.0
0.0 0.2 0.0
-0.2 0.3 0.1
0.1 0.0 0.0
-0.1 0.1 0.0
0.0 0.0 0.0
0.0 0.0 0.0
0.0 0.0 0.0
0.0 0.0 0.0
0.0 -0.1 0.0
0.0 0.0 0.0
0.0 0.0 0.0
0.0 0.0 0.0
0.0 0.0 0.0
-0.1 0.0 0.0
0.1 0.0 0.0
0.0 0.0 0.0
0.0 0.0 0.0
0.0 0.0 0.0
0.0 0.0 0.0
0.0 0.0 0.0
0.0 0.0 0.0
0.0 0.0 0.0
0.0 0.0 0.0
0.0 0.0 0.0
0.0 0.0 0.0

Computed properties:
**HOMO energy**: -0.231 Ha
**DFT total energy**: -3119.8274 Ha

Partial charges, Mulliken, in e: 1.4810 -1.0126 -0.0179 0.4830 -0.3046 1.2479 -0.6713 -1.0129 -1.1414 -0.7879 0.3443 0.9894 0.9541 -1.3065 -0.9972 -1.0088 1.1077 -0.7359 -0.9865 -0.2339 0.4207 -0.5236 0.4430 0.3067 0.4384 0.4254 0.3877 0.5872 0.4394 0.3679 0.3995 0.4311 0.4387 0.2468 -0.2583 0.0126 -0.6514 -0.2830 -0.5519 -0.0744 1.9178 -0.9737 -0.4420 -1.0179 0.4431 0.5066 0.1714 0.3704 -0.9143 0.1805 -0.5560 -1.0186 0.5368 -1.1154 0.3311 0.3357 0.3166 0.4728 0.5716 0.4374 -0.1054 0.3458 0.4974 -0.4608 -0.7207 -0.4841 -0.8033 -0.0441 0.3962 -0.4876 -0.6991 -0.4575 -0.7191 -0.5214 0.0024 0.3264 0.4421 0.4049 0.4196 0.4849 0.4010 0.3941 0.3847 0.4289 0.6280


Record 2
The following is a DFT calculation (wB97M-V/def2-TZVPD) of C41H34BaBrF5N3OSSi as an isolated structure.

CARTESIAN COORDINATES (ANGSTROEM)
Ba1 -0.309221 0.103037 0.225174
Br1 6.594308 -3.951289 -0.384712
C1 5.180311 -2.732956 -0.009969
C2 5.112254 -2.114381 1.240996
C3 4.085037 -1.249414 1.517302
C4 3.059002 -0.949566 0.575088
O1 2.072898 -0.208647 0.910728
C5 3.191680 -1.546306 -0.718948
C6 2.356764 -1.267476 -1.872332
N1 1.501530 -0.322917 -2.043259
C7 0.986743 -0.215866 -3.347343
C8 1.791212 -0.330971 -4.458374
C9 1.273879 -0.273216 -5.765238
C10 -0.059277 -0.079739 -5.975883
C11 -0.917894 0.097953 -4.867415
C12 -2.308704 0.298034 -5.025313
C13 -3.101255 0.464254 -3.931084
C14 -2.491289 0.442255 -2.661636
N2 -1.210640 0.253800 -2.473108
C15 -0.402516 0.056124 -3.550599
C16 4.236067 -2.454817 -0.963164
H1 5.864363 -2.326969 1.990152
H2 4.010182 -0.778039 2.489372
H3 2.540852 -1.956867 -2.702319
H4 2.855285 -0.471656 -4.318596
H5 1.947918 -0.393734 -6.603802
H6 -0.475276 -0.056266 -6.975514
H7 -2.727647 0.302102 -6.025321
H8 -4.171528 0.595456 -4.014663
H9 -3.101506 0.567293 -1.770459
H10 4.296897 -2.931027 -1.934678
C17 -1.747353 1.870829 2.046114
Si1 -2.836801 0.788577 2.984284
C18 -1.888477 -0.815734 3.441867
N3 -1.389306 -1.616513 2.309286
C19 -2.445852 -2.428045 1.674689
C20 -2.940110 -3.584856 2.540378
C21 -1.763678 -4.483505 2.919329
C22 -0.654585 -3.659748 3.571307
C23 -0.261290 -2.488849 2.672075
C24 -4.379222 0.362367 1.967014
C25 -4.541486 0.884021 0.683294
C26 -5.612732 0.514295 -0.122279
C27 -6.549525 -0.394255 0.346242
C28 -6.418560 -0.914478 1.628225
C29 -5.349303 -0.533993 2.425427
C30 -3.529208 1.304243 4.690346
C31 -4.834241 1.765147 4.876436
C32 -5.290431 2.189563 6.118681
C33 -4.445066 2.161882 7.217877
C34 -3.140377 1.713756 7.060993
C35 -2.695336 1.297126 5.814216
H11 -0.858006 2.147320 2.631577
H12 -2.220973 2.788671 1.683290
H13 -2.461623 -1.414263 4.164693
H14 -1.011787 -0.457951 3.997565
H15 -2.028514 -2.840507 0.753102
H16 -3.268644 -1.774160 1.391677
H17 -3.686753 -4.147188 1.973583
H18 -3.440184 -3.217745 3.442626
H19 -1.371044 -4.949167 2.008671
H20 -2.085097 -5.290246 3.583350
H21 0.227098 -4.276852 3.762158
H22 -0.994765 -3.280702 4.540792
H23 0.159804 -2.885709 1.739527
H24 0.512183 -1.875652 3.141048
H25 -3.803865 1.590949 0.315521
H26 -5.715762 0.928499 -1.119131
H27 -7.375450 -0.699210 -0.284396
H28 -7.148029 -1.623668 2.001368
H29 -5.258104 -0.954601 3.422726
H30 -5.514675 1.794864 4.032210
H31 -6.309714 2.542114 6.226816
H32 -4.798056 2.489352 8.188398
H33 -2.467461 1.692005 7.910347
H34 -1.666408 0.965171 5.717461
F1 -4.070401 -3.084297 -5.987740
C36 -3.252559 -3.081848 -4.920220
C37 -3.743649 -2.811522 -3.656568
F2 -5.050451 -2.537416 -3.502023
C38 -2.887448 -2.773986 -2.574108
F3 -3.428320 -2.467234 -1.381956
C39 -1.508673 -3.009210 -2.673131
S1 -0.448219 -2.975285 -1.303555
C40 -1.060049 -3.269321 -3.973360
F4 0.244645 -3.482547 -4.200303
C41 -1.899224 -3.309674 -5.070818
F5 -1.406112 -3.549207 -6.296979

Cartesian forces, eV/Å:
0.0 -0.4 -0.1
0.0 0.0 0.0
0.0 0.0 0.0
0.0 0.0 0.0
0.0 0.0 0.1
-0.1 0.0 0.0
0.0 0.1 0.0
0.0 0.0 0.0
0.1 0.0 0.0
0.0 0.1 0.0
0.0 0.0 0.0
0.0 0.0 0.0
0.0 0.0 0.0
0.0 0.0 0.0
0.0 0.0 0.0
0.0 0.0 0.0
0.0 0.0 0.0
0.0 0.0 0.0
0.0 0.1 0.1
0.0 0.0 0.0
0.0 0.0 0.0
0.0 0.0 0.0
0.0 0.0 0.0
0.0 0.0 0.0
0.0 0.0 0.0
0.0 0.0 0.0
0.0 0.0 0.0
0.0 0.0 0.0
0.0 0.0 0.0
0.0 0.0 0.0
0.0 0.0 0.0
0.0 0.0 0.0
0.1 0.0 0.0
0.0 0.1 0.0
0.0 0.0 0.0
0.0 0.0 0.0
0.0 0.0 0.0
0.0 0.0 0.0
0.0 0.0 0.0
0.0 0.0 0.0
0.0 0.0 0.0
0.0 0.0 0.0
0.0 0.0 0.0
0.0 0.0 0.0
0.0 0.0 0.0
0.0 0.0 0.0
0.1 0.0 0.0
0.0 0.0 0.0
0.0 0.0 0.0
0.0 0.0 0.0
0.0 0.0 0.0
0.0 0.0 0.0
0.0 0.0 0.0
0.0 0.0 0.0
0.0 0.0 0.0
0.0 0.0 0.0
0.0 0.0 0.0
0.0 0.0 0.0
0.0 0.0 0.0
0.0 0.0 0.0
0.0 0.0 0.0
0.0 0.0 0.0
0.0 0.0 0.0
0.0 0.0 0.0
0.0 0.0 0.0
0.0 0.0 0.0
0.0 0.0 0.0
0.0 0.0 0.0
0.0 0.0 0.0
0.0 0.0 0.0
0.0 0.0 0.0
0.0 0.0 0.0
0.0 0.0 0.0
0.0 0.0 0.0
0.0 0.0 0.0
0.0 0.0 0.0
0.0 0.0 0.0
0.0 0.0 0.0
0.0 0.0 0.0
0.0 0.0 0.0
0.0 0.0 0.0
0.0 0.0 0.0
-0.1 0.1 0.0
0.0 0.0 0.0
0.0 0.0 0.0
0.0 0.0 0.0
0.0 0.0 0.0
0.0 0.0 0.0

Computed properties:
**HOMO energy**: -0.168 Ha
**Total charge**: -1
**DFT total energy**: -5608.9813 Ha

Partial charges, Mulliken, in e: 1.5815 -0.2619 -0.2235 -0.2620 -0.7344 0.3606 -0.8014 0.3269 -0.4349 -0.2740 -0.4992 -0.1532 -0.8049 -0.7550 1.2840 -0.9762 -0.8313 0.2112 0.0769 0.1143 -0.6727 0.3976 0.4154 0.4931 0.6255 0.3897 0.4062 0.4213 0.4482 0.0059 0.5275 -1.7461 0.6125 -1.1713 0.3591 0.4368 -0.8728 -0.7789 -0.6956 -0.5377 -0.0874 -0.4736 -0.5846 -0.4399 -0.9288 0.4364 0.5294 -0.1089 -0.6929 -0.3809 -0.6667 -0.3323 0.2138 0.1697 0.2803 0.5059 0.0048 -0.3091 0.4452 0.2688 0.2742 0.4427 0.4218 0.2749 0.2010 0.4708 0.4111 0.4232 0.3870 0.3877 0.4976 0.3118 0.3716 0.3569 0.3836 0.2786 -0.3872 0.8632 -0.2525 -0.4160 0.0308 -0.2444 0.6176 -0.2774 -0.0499 -0.4307 0.2047 -0.4087


Question: What is the DFT total energy in the first record?
Answer: -3119.8274 Ha